Entry 1:
# C43H44AsFeNOP2S2

A molecular structure, C43H44AsFeNOP2S2 (wB97M-V/def2-TZVPD, OMol25).

Computed properties:
Energy (eV): -184316.606
Relative energy (zero: lowest compared OMol25 entry of this formula, charge and spin) (eV): 2.903
HOMO level (spin up / spin down) (eV): -3.698 / -4.309
E_LUMO (spin up / spin down) (Eh): 0.0917 / 0.0916

```
! RIJCOSX wB97M-V def2-TZVPD def2/J DEFGRID3
* xyz -1 2
Fe 0.657 -0.838 0.081
S 1.564 1.122 -0.924
P -0.477 1.387 -0.868
C -0.394 0.713 0.886
P -0.576 1.283 2.507
S 1.017 1.725 3.617
C -1.695 2.737 2.672
C -1.160 4.002 2.426
C -1.942 5.135 2.557
C -3.271 5.028 2.953
C -3.814 3.777 3.192
C -3.032 2.637 3.041
C -1.563 0.014 3.412
C -1.659 0.099 4.803
C -2.418 -0.815 5.513
C -3.095 -1.832 4.844
C -2.998 -1.927 3.466
C -2.232 -1.007 2.754
C -0.658 1.841 -2.821
C 0.383 2.087 -3.709
C 0.146 2.412 -5.045
C -1.149 2.493 -5.528
C -2.208 2.251 -4.659
C -1.956 1.936 -3.334
C -1.287 3.022 -0.587
C -2.576 3.165 -0.097
C -3.155 4.424 0.012
C -2.432 5.554 -0.335
C -1.126 5.421 -0.791
C -0.563 4.164 -0.928
H -0.118 4.086 2.143
H -1.514 6.109 2.352
H -3.879 5.918 3.066
H -4.851 3.681 3.494
H -3.475 1.665 3.219
H -1.115 0.884 5.315
H -2.485 -0.737 6.592
H -3.692 -2.545 5.401
H -3.518 -2.717 2.936
H -2.130 -1.093 1.680
H 1.403 2.019 -3.351
H 0.984 2.599 -5.708
H -1.335 2.742 -6.566
H -3.230 2.311 -5.017
H -2.804 1.755 -2.678
H -3.138 2.296 0.222
H -4.165 4.520 0.393
H -2.878 6.536 -0.236
H -0.548 6.301 -1.049
H 0.446 4.056 -1.311
N -0.468 -3.759 2.700
C 0.097 -2.739 2.004
O -0.326 -2.457 0.878
C 1.234 -1.988 2.624
C 1.976 -1.165 1.568
H -1.365 -4.082 2.375
H -0.299 -3.801 3.691
H 1.855 -2.705 3.179
H 0.794 -1.319 3.376
H 2.906 -1.698 1.311
H 2.287 -0.220 2.008
C -2.785 -2.539 -1.871
C -3.334 -1.641 -0.956
C -2.662 -0.477 -0.641
C -1.446 -0.160 -1.258
C -0.925 -1.047 -2.196
C -1.583 -2.243 -2.483
H -3.303 -3.461 -2.105
H -4.283 -1.860 -0.481
H -3.072 0.194 0.103
H -0.036 -0.764 -2.745
H -1.161 -2.928 -3.209
C 2.026 -2.722 -3.081
As 2.141 -2.206 -1.195
C 2.538 -3.978 -0.475
C 3.919 -1.342 -1.262
C 5.072 -2.269 -1.453
C 5.680 -2.878 -0.354
C 6.726 -3.771 -0.519
C 7.190 -4.079 -1.792
C 6.600 -3.477 -2.894
C 5.554 -2.580 -2.724
H 2.920 -3.267 -3.388
H 1.914 -1.827 -3.695
H 1.154 -3.359 -3.226
H 3.380 -4.448 -0.981
H 1.642 -4.586 -0.608
H 2.748 -3.899 0.591
H 3.998 -0.781 -0.332
H 3.838 -0.620 -2.076
H 5.318 -2.641 0.641
H 7.183 -4.229 0.349
H 8.008 -4.777 -1.923
H 6.958 -3.701 -3.891
H 5.106 -2.104 -3.589
*
```

Löwdin population analysis, charges in e, atoms 1 to 8:
1. Fe -0.111
2. S 0.451
3. P 0.487
4. C -0.454
5. P 0.419
6. S 0.217
7. C -0.340
8. C -0.117

***

Entry 2:
# C3H9O

2 unconnected molecules or ions with the total composition C3H9O (wB97M-V/def2-TZVPD, OMol25).

Computed properties:
Energy (eV): -5301.705
Relative energy (zero: lowest compared OMol25 entry of this formula, charge and spin) (eV): 0.642
HOMO level (spin up / spin down) (eV): -11.238 / -11.248
E_LUMO (spin up / spin down) (Eh): 0.0362 / -0.0781

```
! RIJCOSX wB97M-V def2-TZVPD def2/J DEFGRID3
* xyz 0 2
O 0.037 -1.294 2.856
H -0.462 -2.093 3.099
C 0.069 1.268 -2.011
C -0.484 0.701 -0.687
C 0.374 -0.483 -0.256
H 0.303 0.521 -2.768
H -0.563 2.026 -2.463
H 1.042 1.695 -1.749
H -0.570 1.471 0.070
H -1.462 0.273 -0.924
H 0.098 -0.873 0.724
H 1.447 -0.294 -0.238
H 0.261 -1.278 -0.996
*
```

Löwdin population analysis, charges in e, atoms 1 to 8:
1. O -0.005
2. H 0.013
3. C -0.130
4. C -0.306
5. C -0.131
6. H 0.066
7. H 0.061
8. H 0.068

***

Entry 3:
# C4H6N2O3S

A single C4H6N2O3S molecule (wB97M-V/def2-TZVPD, OMol25).

Computed properties:
SMILES: NC(=O)O/N=C1/COCS1
Energy (eV): -24200.055
Relative energy (zero: lowest compared OMol25 entry of this formula, charge and spin) (eV): 1.922
HOMO level (eV): -9.656
E_LUMO (Eh): 0.0115

```
! RIJCOSX wB97M-V def2-TZVPD def2/J DEFGRID3
* xyz 0 1
O 0.512 3.489 -1.143
N 0.522 1.578 1.746
O 0.994 2.724 1.027
O 1.053 -1.892 1.151
S 2.500 0.141 0.545
C 0.224 2.846 -0.153
C 1.097 0.467 1.510
N -0.944 2.204 -0.406
C 1.760 -1.425 0.026
C 0.333 -0.820 1.793
H -1.542 2.439 -1.252
H -1.346 1.906 0.449
H 1.094 -1.357 -0.799
H 2.692 -2.167 -0.183
H -0.659 -0.555 1.328
H 0.177 -1.113 2.829
*
```

Löwdin population analysis, charges in e, atoms 1 to 8:
1. O 0.055
2. N 0.030
3. O -0.018
4. O -0.192
5. S 1.030
6. C -0.576
7. C -0.579
8. N 0.141

***

Entry 4:
# C13H38Li3N14O15

A molecular structure, C13H38Li3N14O15 (wB97M-V/def2-TZVPD, OMol25).

Computed properties:
Energy (eV): -66291.207
HOMO level (spin up / spin down) (eV): -4.853 / -8.652
E_LUMO (spin up / spin down) (Eh): -0.0475 / -0.0470

```
! RIJCOSX wB97M-V def2-TZVPD def2/J DEFGRID3
* xyz 0 2
Li -2.986 -8.177 -10.615
Li 0.666 -9.654 -10.344
Li -5.425 -15.880 -11.852
C -3.364 -12.034 -12.174
C -3.515 -13.264 -11.650
C -2.951 -13.661 -10.271
O -3.281 -14.754 -9.610
C -2.080 -12.941 -9.616
C -1.584 -11.620 -10.263
C -2.523 -11.055 -11.507
O -2.706 -9.876 -11.650
O -0.613 -11.010 -9.839
O -4.203 -14.136 -12.374
H -3.804 -11.668 -13.089
H -1.750 -13.228 -8.629
C -2.617 -17.532 -12.394
O -3.795 -17.427 -12.452
N -1.734 -16.549 -12.676
N -2.001 -18.700 -12.304
H -2.050 -15.619 -12.913
H -0.753 -16.779 -12.613
H -1.001 -18.809 -12.394
H -2.610 -19.503 -12.246
C -1.477 -17.622 -8.027
O -0.835 -18.524 -7.433
N -1.236 -16.335 -7.806
N -2.442 -17.841 -8.838
H -1.869 -15.752 -8.335
H -0.613 -15.966 -7.102
H -2.609 -18.787 -9.149
H -2.961 -17.139 -9.345
C -4.307 -9.796 -6.685
O -5.038 -10.133 -5.776
N -4.315 -8.548 -7.165
N -3.441 -10.576 -7.318
H -4.876 -7.823 -6.739
H -3.674 -8.188 -7.858
H -2.718 -10.380 -7.995
H -3.285 -11.358 -6.697
C -6.860 -12.636 -8.269
O -7.594 -13.333 -8.910
N -7.241 -11.481 -7.769
N -5.557 -12.783 -8.132
H -6.656 -10.979 -7.116
H -8.228 -11.269 -7.768
H -5.107 -13.615 -8.485
H -5.188 -11.882 -7.863
C 0.075 -11.493 -6.312
O 0.125 -12.663 -6.561
N -0.310 -10.587 -7.095
N 0.319 -10.969 -5.122
H -0.367 -10.918 -8.047
H -0.485 -9.649 -6.764
H 0.697 -11.591 -4.422
H 0.421 -9.983 -4.925
C -4.065 -8.696 -14.601
O -5.035 -9.090 -14.012
N -3.996 -8.380 -15.855
N -2.841 -8.643 -14.163
H -4.661 -8.911 -16.399
H -3.122 -8.040 -16.229
H -2.804 -9.097 -13.262
H -2.045 -8.271 -14.661
C 1.813 -13.947 -9.907
O 2.779 -14.477 -10.481
N 0.653 -14.537 -9.552
N 1.813 -12.738 -9.408
H -0.068 -14.120 -8.981
H 0.580 -15.505 -9.830
H 2.576 -12.171 -9.749
H 0.972 -12.407 -8.958
O -2.230 -11.848 -15.059
H -2.930 -11.425 -14.562
H -2.094 -12.686 -14.617
O -4.724 -8.728 -9.863
H -4.618 -9.167 -9.020
H -5.197 -9.359 -10.405
O -6.230 -12.423 -14.822
H -5.637 -12.663 -14.110
H -6.934 -11.935 -14.395
O -5.773 -10.592 -11.809
H -5.119 -11.273 -11.650
H -5.468 -10.146 -12.599
*
```

Löwdin population analysis, charges in e, atoms 1 to 8:
1. Li 0.555
2. Li 0.425
3. Li 0.814
4. C -0.062
5. C -0.309
6. C -0.366
7. O -0.100
8. C -0.019